No. 1
{"formula": "C8H30O7", "method": "ωB97M-V/def2-TZVPD", "species": ["C", "C", "O", "H", "H", "H", "H", "H", "H", "C", "C", "O", "H", "H", "H", "H", "H", "H", "C", "C", "O", "H", "H", "H", "H", "H", "H", "C", "C", "O", "H", "H", "H", "H", "H", "H", "O", "H", "H", "O", "H", "H", "O", "H", "H"], "xyz": [[16.345, -4.477, 18.842], [14.997, -4.994, 19.009], [14.358, -4.563, 17.791], [16.788, -5.010, 18.002], [16.969, -4.808, 19.672], [16.490, -3.396, 18.845], [14.458, -4.582, 19.863], [14.963, -6.080, 19.093], [13.511, -5.015, 17.772], [13.676, -1.670, 13.582], [14.605, -1.190, 14.690], [15.605, -2.089, 15.022], [13.245, -0.759, 13.167], [12.868, -2.312, 13.931], [14.359, -2.155, 12.885], [13.938, -1.030, 15.537], [15.034, -0.226, 14.416], [15.157, -2.730, 15.579], [22.530, 1.053, 20.773], [23.870, 0.386, 21.145], [24.906, 1.265, 21.036], [21.692, 0.413, 21.050], [22.386, 1.478, 19.780], [22.386, 1.923, 21.414], [23.976, -0.397, 20.395], [23.814, -0.032, 22.150], [25.713, 0.927, 21.431], [22.136, -2.391, 15.222], [22.257, -1.689, 16.571], [21.251, -2.171, 17.461], [21.143, -2.277, 14.786], [22.385, -3.425, 15.462], [22.900, -2.087, 14.507], [22.082, -0.630, 16.380], [23.252, -1.821, 16.995], [21.510, -3.063, 17.704], [18.226, 0.003, 17.023], [17.708, -0.650, 16.552], [19.006, -0.472, 17.311], [17.651, -1.549, 11.612], [17.155, -1.535, 12.430], [16.984, -1.562, 10.926], [17.756, 3.435, 18.550], [17.832, 2.720, 17.918], [16.903, 3.300, 18.963]], "forces_ev_per_a": [[2.56, -0.61, 1.09], [-1.45, 0.57, -0.60], [-0.72, -0.49, 0.18], [0.08, 0.62, -0.38], [0.07, -0.08, 0.33], [-0.47, -0.06, -0.54], [0.03, 0.12, 0.17], [0.17, -0.12, -0.06], [-0.25, 0.13, -0.30], [0.81, 0.56, -0.02], [-1.74, 0.78, 0.11], [0.61, -0.52, 0.30], [-0.20, -0.23, -0.41], [0.25, -0.20, -0.08], [-0.58, -0.19, -0.50], [0.25, 0.42, 0.48], [0.27, -0.12, 0.01], [0.42, -0.50, 0.19], [-0.02, 0.81, 1.36], [-2.05, -0.92, -1.08], [1.47, 1.85, -0.16], [0.07, -0.29, -0.37], [0.47, -0.62, -0.26], [0.13, 0.17, 0.25], [0.25, -0.66, 0.20], [-0.21, -0.19, 0.05], [-0.11, -0.15, -0.02], [0.72, -0.45, 0.61], [-0.47, 0.34, -1.00], [0.18, 0.38, 0.03], [0.09, -0.14, 0.11], [-0.44, -0.42, -0.48], [-0.05, 0.32, 0.02], [-0.06, 0.11, 0.58], [0.07, 0.06, 0.05], [-0.13, -0.12, 0.08], [-0.11, 0.36, 0.07], [-0.23, -0.21, -0.20], [0.33, -0.18, 0.12], [0.22, 0.02, -0.07], [-0.10, -0.05, 0.34], [-0.13, -0.01, -0.20], [0.12, 0.27, 0.08], [0.09, -0.34, -0.21], [-0.18, -0.03, 0.11]], "smiles": "CCO.CCO.CCO.CCO.O.O.O", "de_lowest_kcal_mol": 34.6, "homo_ha": -0.36874, "orbital_gap_ev": 10.557}



No. 2
{"formula": "C6H6O", "method": "ωB97M-V/def2-TZVPD", "species": ["O", "C", "C", "C", "C", "C", "C", "H", "H", "H", "H", "H", "H"], "xyz": [[-1.741, 1.851, -0.364], [-1.295, 0.623, -0.868], [0.192, 0.451, -0.554], [0.382, 0.297, 0.942], [1.068, -0.769, 1.430], [0.780, -0.854, -0.667], [1.408, -1.575, 0.268], [-1.435, 1.876, 0.557], [-1.836, -0.233, -0.438], [-1.454, 0.627, -1.949], [0.820, 1.236, -0.980], [1.172, -1.017, 2.479], [1.939, -2.514, 0.144]], "forces_ev_per_a": [[0.01, 0.08, 0.28], [0.10, -0.32, -0.28], [-0.11, -0.05, 0.57], [0.27, 0.03, 0.66], [-0.32, 0.36, 0.37], [0.65, -0.98, -1.28], [-0.38, 0.22, -0.34], [-0.17, 0.11, -0.14], [0.05, 0.15, -0.08], [0.02, 0.02, 0.11], [-0.07, -0.06, 0.12], [0.15, 0.19, -0.05], [-0.20, 0.24, 0.05]], "de_lowest_kcal_mol": 142.8, "homo_ha": [-0.31555, -0.32397], "orbital_gap_ev": [8.008, 8.520]}



No. 3
{"formula": "C8H12O2", "method": "ωB97M-V/def2-TZVPD", "species": ["C", "C", "C", "C", "C", "C", "C", "C", "O", "O", "H", "H", "H", "H", "H", "H", "H", "H", "H", "H", "H", "H"], "xyz": [[2.007, -0.956, 0.182], [0.507, 1.939, 0.184], [-0.625, -1.192, 1.597], [0.722, -0.733, -0.574], [0.057, 0.922, -0.843], [-0.548, -0.810, 0.154], [-1.431, 0.129, -0.376], [-2.693, 0.423, -0.627], [0.799, -1.239, -1.862], [0.064, 1.169, -2.075], [0.595, -0.471, -2.450], [2.001, -0.504, 1.175], [2.223, -2.024, 0.285], [2.821, -0.513, -0.394], [-0.103, 2.838, 0.089], [0.431, 1.567, 1.205], [1.545, 2.203, -0.025], [-1.667, -1.332, 1.889], [-0.210, -0.411, 2.242], [-0.051, -2.101, 1.781], [-3.469, -0.335, -0.653], [-2.977, 1.432, -0.905]], "forces_ev_per_a": [[-0.07, -0.02, 0.00], [-0.03, -0.10, 0.00], [0.05, 0.07, 0.02], [-0.06, 0.08, -0.18], [0.08, -0.34, 0.14], [0.34, 0.29, -0.18], [-0.31, 0.10, -0.13], [0.16, -0.04, -0.03], [-0.08, 0.15, 0.19], [-0.07, -0.24, 0.22], [-0.02, 0.06, 0.04], [-0.02, 0.00, -0.01], [-0.01, 0.03, -0.01], [-0.03, 0.00, 0.01], [0.02, -0.04, 0.00], [-0.01, -0.02, 0.00], [-0.03, -0.01, 0.00], [0.04, 0.02, -0.04], [-0.01, -0.01, -0.05], [-0.01, 0.04, -0.04], [0.05, 0.01, 0.02], [0.04, -0.02, 0.02]], "de_lowest_kcal_mol": 93.0, "homo_ha": -0.30570, "orbital_gap_ev": 7.338}



No. 4
{"formula": "C28H31N6O11P", "method": "ωB97M-V/def2-TZVPD", "species": ["O", "N", "O", "C", "C", "C", "C", "C", "C", "H", "H", "H", "H", "H", "O", "N", "O", "C", "C", "C", "C", "C", "C", "H", "H", "H", "H", "H", "O", "N", "O", "C", "C", "C", "C", "C", "C", "H", "H", "H", "H", "H", "O", "N", "O", "C", "C", "C", "C", "C", "C", "H", "H", "H", "H", "H", "N", "P", "O", "C", "O", "O", "C", "C", "C", "N", "H", "H", "H", "H", "H", "H", "H", "H", "H", "H", "H"], "xyz": [[-0.758, -1.616, -1.085], [-1.310, -1.078, -0.144], [-0.804, -0.188, 0.518], [-2.656, -1.537, 0.224], [-3.225, -2.567, -0.503], [-4.490, -3.001, -0.141], [-5.155, -2.406, 0.924], [-4.564, -1.371, 1.636], [-3.299, -0.927, 1.287], [-2.690, -3.012, -1.328], [-4.958, -3.803, -0.694], [-6.145, -2.749, 1.194], [-5.086, -0.906, 2.458], [-2.816, -0.124, 1.823], [-7.475, -0.456, 2.382], [-8.478, -1.079, 2.091], [-8.702, -1.540, 0.991], [-9.485, -1.294, 3.146], [-9.260, -0.753, 4.399], [-10.216, -0.952, 5.382], [-11.365, -1.679, 5.100], [-11.564, -2.215, 3.835], [-10.619, -2.023, 2.840], [-8.359, -0.191, 4.593], [-10.062, -0.536, 6.368], [-12.109, -1.829, 5.871], [-12.459, -2.782, 3.619], [-10.752, -2.427, 1.848], [2.618, -6.098, 1.669], [3.111, -5.473, 2.586], [3.900, -5.929, 3.389], [2.720, -4.057, 2.738], [1.801, -3.523, 1.855], [1.430, -2.197, 2.012], [1.980, -1.436, 3.035], [2.907, -1.994, 3.905], [3.285, -3.320, 3.762], [1.390, -4.134, 1.065], [0.713, -1.753, 1.338], [1.685, -0.401, 3.151], [3.339, -1.397, 4.697], [4.003, -3.778, 4.426], [7.330, 2.459, 0.676], [7.821, 3.562, 0.546], [8.011, 4.347, 1.451], [8.209, 3.981, -0.816], [7.978, 3.113, -1.867], [8.323, 3.517, -3.145], [8.892, 4.768, -3.352], [9.123, 5.617, -2.278], [8.779, 5.227, -0.994], [7.539, 2.143, -1.684], [8.147, 2.856, -3.984], [9.154, 5.081, -4.354], [9.568, 6.589, -2.440], [8.944, 5.872, -0.144], [5.122, 0.016, -4.630], [4.722, 1.481, -4.377], [3.140, 1.759, -4.681], [2.596, 2.944, -4.241], [3.089, 4.005, -4.474], [1.424, 2.758, -3.650], [1.372, 1.865, -2.511], [0.016, 1.217, -2.332], [-0.601, 0.549, -3.564], [-0.935, 1.418, -4.695], [5.434, -0.490, -3.813], [5.359, 2.413, -5.192], [4.877, 1.965, -3.065], [2.144, 1.097, -2.587], [1.606, 2.476, -1.635], [0.179, 0.426, -1.601], [-0.702, 1.920, -1.901], [-1.527, 0.078, -3.223], [0.048, -0.261, -3.902], [-0.989, 2.385, -4.403], [-0.216, 1.377, -5.404]], "forces_ev_per_a": [[-0.02, -0.12, 0.08], [-0.02, 0.00, 0.01], [-0.09, -0.03, 0.04], [0.01, 0.03, -0.03], [-0.04, -0.03, -0.02], [0.00, 0.00, 0.01], [-0.02, -0.01, 0.01], [0.13, -0.02, -0.03], [-0.03, 0.01, 0.06], [0.03, 0.02, 0.01], [0.00, 0.00, 0.00], [-0.01, 0.03, -0.01], [-0.03, 0.00, -0.02], [0.03, -0.01, -0.02], [-0.08, -0.01, 0.03], [0.00, 0.00, 0.00], [0.01, -0.02, 0.01], [0.01, 0.03, -0.03], [0.00, 0.01, 0.06], [-0.01, -0.01, 0.00], [0.01, 0.00, -0.01], [0.00, 0.01, 0.01], [-0.05, -0.03, 0.00], [0.01, 0.00, -0.03], [0.00, 0.00, 0.00], [0.00, 0.00, 0.00], [0.00, 0.00, 0.00], [0.03, 0.02, -0.01], [0.00, 0.00, 0.01], [0.01, 0.01, -0.01], [0.00, 0.00, 0.00], [0.00, -0.03, 0.00], [-0.04, 0.03, -0.03], [0.02, -0.03, 0.03], [0.01, -0.01, 0.00], [-0.02, 0.01, -0.02], [0.02, 0.04, 0.04], [0.02, -0.03, 0.01], [0.06, 0.01, -0.01], [0.00, 0.00, -0.01], [0.00, 0.00, 0.00], [-0.01, -0.03, -0.01], [0.00, 0.01, 0.00], [0.00, 0.00, -0.01], [0.01, -0.01, 0.00], [-0.02, -0.01, 0.03], [-0.04, -0.08, -0.06], [0.01, 0.04, -0.07], [-0.01, 0.00, 0.03], [-0.01, 0.00, -0.02], [0.02, 0.05, -0.01], [0.00, 0.01, 0.06], [0.02, -0.02, 0.01], [0.01, 0.00, 0.00], [0.00, 0.00, 0.00], [-0.02, -0.02, 0.02], [0.28, 0.31, 0.04], [0.38, -0.62, -0.03], [-0.07, 0.07, 0.51], [-0.19, 0.03, -0.47], [0.03, -0.03, 0.12], [0.04, 0.22, 0.18], [0.05, -0.19, 0.32], [0.01, 0.01, -0.39], [-0.12, 0.05, 0.07], [0.06, -0.05, -0.04], [-0.22, -0.19, -0.06], [-0.14, 0.14, -0.09], [-0.05, 0.25, -0.03], [-0.01, 0.00, -0.30], [0.01, 0.00, -0.01], [-0.06, 0.16, 0.13], [0.06, 0.09, -0.05], [0.06, -0.12, 0.04], [0.00, 0.02, -0.07], [-0.06, -0.01, 0.00], [0.03, 0.04, 0.04]], "smiles": "O=[N+]([O-])c1ccccc1.O=[N+]([O-])c1ccccc1.O=[N+]([O-])c1ccccc1.O=[N+]([O-])c1ccccc1.N=[PH2]OC(=O)OCCCN", "homo_ha": -0.32888, "orbital_gap_ev": 8.048}



No. 5
{"formula": "Cl3O3P", "method": "ωB97M-V/def2-TZVPD", "species": ["O", "O", "O", "P", "Cl", "Cl", "Cl"], "xyz": [[0.487, -1.734, 1.168], [2.143, 2.535, -0.456], [-1.137, -1.064, -0.627], [-0.279, -0.565, 0.760], [1.243, 1.312, -0.799], [-2.460, -0.349, -1.522], [-1.409, 0.025, 2.206]], "forces_ev_per_a": [[0.50, 0.16, -0.21], [-0.78, -0.93, 0.28], [-0.20, 0.87, 0.54], [0.58, -0.51, -3.05], [-0.39, -0.33, 0.52], [1.37, -0.24, 1.29], [-1.09, 0.99, 0.64]], "de_lowest_kcal_mol": 111.3, "homo_ha": [-0.35429, -0.35471], "orbital_gap_ev": [6.004, 6.015]}



No. 6
{"formula": "C3H4P2", "method": "ωB97M-V/def2-TZVPD", "species": ["C", "C", "C", "P", "P", "H", "H", "H", "H"], "xyz": [[-0.755, 0.368, -0.139], [-1.307, 1.429, -0.580], [0.737, 0.055, 0.107], [0.142, -3.017, 1.103], [1.414, -1.566, 0.585], [-1.246, -0.550, 0.156], [-1.471, 2.316, -1.074], [1.270, 0.211, -0.906], [1.217, 0.753, 0.747]], "forces_ev_per_a": [[1.23, -1.41, 0.96], [-0.17, -1.20, 0.31], [0.33, 0.70, -2.95], [0.31, 0.92, -0.34], [-0.25, -1.20, 0.52], [-1.15, -0.12, 0.02], [-0.10, 1.60, -0.61], [-0.57, -0.11, 1.35], [0.37, 0.83, 0.75]], "de_lowest_kcal_mol": 74.9, "homo_ha": [-0.30767, -0.30332], "orbital_gap_ev": [6.953, 7.682]}



No. 7
{"formula": "C5H3NO", "method": "ωB97M-V/def2-TZVPD", "species": ["C", "C", "C", "C", "O", "N", "C", "H", "H", "H"], "xyz": [[-0.847, -2.570, -0.881], [-0.207, -1.479, -0.569], [-0.273, -0.141, 0.002], [-0.127, 0.259, 1.285], [0.215, 1.552, 1.314], [0.349, 2.025, 0.028], [0.074, 1.016, -0.748], [0.855, -1.488, -0.833], [-0.191, -0.265, 2.228], [0.151, 1.091, -1.828]], "forces_ev_per_a": [[0.50, 0.82, 0.27], [-0.06, -0.38, -0.09], [-0.05, 0.30, 0.25], [-0.15, 0.04, -0.04], [-0.11, 0.05, 0.26], [-0.13, -0.10, -0.26], [0.00, 0.29, 0.09], [0.10, -1.36, -0.62], [-0.03, 0.17, -0.11], [-0.07, 0.17, 0.25]], "de_lowest_kcal_mol": 113.5, "homo_ha": -0.37370, "orbital_gap_ev": 9.333}



No. 8
{"formula": "C5H7NO3", "method": "ωB97M-V/def2-TZVPD", "species": ["C", "C", "C", "C", "O", "C", "O", "N", "O", "H", "H", "H", "H", "H", "H", "H"], "xyz": [[-0.535, 0.804, 1.292], [0.488, 0.841, 0.433], [1.362, 2.029, 0.195], [0.782, -0.340, -0.412], [1.879, -0.702, -0.741], [-0.535, -0.942, -1.120], [-1.508, -0.406, -1.598], [-0.632, -2.097, -0.365], [-1.873, -2.754, -0.339], [-0.695, 1.607, 1.993], [-1.183, -0.045, 1.386], [1.215, 2.373, -0.825], [2.411, 1.756, 0.298], [1.125, 2.836, 0.887], [0.118, -2.730, -0.125], [-2.419, -2.230, -0.958]], "forces_ev_per_a": [[0.74, 0.11, -0.13], [-0.63, -0.02, 0.71], [0.25, -0.11, 0.26], [-0.69, 1.02, -2.84], [0.15, -0.33, 0.54], [0.77, -0.62, 3.62], [0.39, -0.12, -0.67], [-1.37, -0.24, -0.83], [0.31, 0.03, -0.24], [-0.13, 0.27, -0.07], [-0.14, -0.36, -0.04], [0.01, 0.15, -0.14], [0.06, 0.04, 0.00], [-0.01, -0.03, -0.04], [0.09, 0.20, -0.26], [0.19, 0.02, 0.13]], "smiles": "C=C(C)C(=O)C(=O)NO", "de_lowest_kcal_mol": 91.9, "homo_ha": -0.35255, "orbital_gap_ev": 9.891}